[1]
Here is a 2-piece molecular cluster, C5H8O2 overall from the Open Molecules 2025 dataset. Energies are from ωB97M-V/def2-TZVPD.

Calculated values
LUMO energy (Ha): 0.025
Net charge: 0
SMILES: CC(O)=C=O.C=C
HOMO-LUMO gap (eV): 9.14
ΔE to the lowest compared entry with this formula, charge and spin (kcal/mol): 65.52
HOMO (eV): -8.465

Geometry (Å):
C -2.3184 -0.4793 -1.0546
C -1.0067 -0.2206 -0.3712
O -0.9643 0.7501 0.6135
C 1.7224 0.7894 1.4839
C 2.4012 0.1210 0.5591
C 0.0200 -0.9853 -0.7066
O 0.8100 -1.7544 -1.1094
H -3.1116 -0.4605 -0.3006
H -2.5393 0.2811 -1.8142
H -2.3248 -1.4596 -1.5405
H -0.8706 1.6119 0.1847
H 1.4904 1.8458 1.3747
H 1.3426 0.3086 2.3812
H 2.7424 0.5930 -0.3595
H 2.6066 -0.9410 0.6597


[2]
Here is C19H34EuFN3O7P2Si as an isolated structure from the Open Molecules 2025 dataset. Energies are from ωB97M-V/def2-TZVPD.

Calculated values
Spin multiplicity: 8
LUMO energy (spin up / spin down) (Ha): 0.010 / 0.010
Net charge: 0
HOMO-LUMO gap (spin up / spin down) (eV): 7.22 / 7.33
ΔE to the lowest compared entry with this formula, charge and spin (kcal/mol): 0.00
HOMO (spin up / spin down) (eV): -6.962 / -7.069

Geometry (Å):
Eu 11.3260 6.1137 10.3708
C 12.2376 2.5347 9.8986
C 13.1568 2.4588 10.9034
C 12.8585 1.7101 12.0247
C 11.7287 0.9368 12.0994
C 10.7966 1.0734 11.1003
C 11.0086 1.9060 9.9928
H 12.4576 3.2383 9.0795
H 14.0323 3.0730 10.9335
H 13.5204 1.7772 12.8468
H 11.6209 0.2957 12.9469
H 9.8808 0.4616 11.1255
H 10.2969 2.0512 9.1686
C 10.6731 6.2591 15.5553
C 11.1683 6.3667 14.0866
O 11.2099 7.7115 13.6383
P 12.9433 5.7383 13.8580
O 12.8086 4.1889 14.0544
O 13.7937 6.2607 15.1518
O 13.5343 6.1090 12.5536
P 9.9822 5.3256 12.9962
O 9.0739 4.6667 14.0875
O 9.3918 6.3778 12.1147
O 10.6851 4.2039 12.2776
H 11.4967 6.6286 16.2104
H 10.4938 5.2081 15.8785
H 9.7153 6.8320 15.5984
H 10.4741 7.7855 13.0044
H 12.2533 3.8085 13.3670
H 14.5899 6.7134 14.8185
H 8.7597 3.8183 13.8281
C 8.5384 6.9467 6.6410
Si 9.3344 5.3994 7.4277
C 8.5105 5.1714 9.0694
C 9.0402 3.9333 6.2963
N 11.0024 5.6546 7.8914
C 12.0724 5.4550 7.0329
C 12.0286 5.3634 5.6253
C 13.1549 5.1469 4.8946
C 14.4563 5.1217 5.4562
C 14.4943 5.2352 6.8379
C 13.3904 5.4318 7.5592
F 13.5325 5.4585 8.9523
H 7.6961 6.8590 6.0180
H 9.2854 7.5582 6.1342
H 8.3744 7.4949 7.6123
H 8.7973 4.2829 9.6370
H 7.4237 5.0577 8.9168
H 8.5529 6.0097 9.7062
H 7.9839 3.5873 6.4170
H 9.7028 3.1143 6.5307
H 9.1378 4.1470 5.2447
H 11.0705 5.3452 5.1579
H 12.9647 4.7680 3.8929
H 15.2882 4.7361 4.8845
H 15.3974 5.0382 7.3751
N 13.1178 8.0850 10.2974
C 12.7415 9.1959 9.4918
C 11.3287 9.6420 9.8265
N 10.3434 8.5720 9.6433
H 13.1913 8.2932 11.2772
H 14.0280 7.6784 10.0232
H 12.7699 8.8818 8.4605
H 13.4546 10.0060 9.6336
H 11.0462 10.5857 9.2808
H 11.3276 9.9902 10.8968
H 10.4325 8.2565 8.6604
H 9.3880 8.8807 9.8166


[3]
Here is a 2-piece molecular cluster, C7H18ClNSi overall from the Open Molecules 2025 dataset. Energies are from ωB97M-V/def2-TZVPD.

Calculated values
LUMO energy (spin up / spin down) (Ha): 0.009 / 0.025
Net charge: 0
HOMO-LUMO gap (spin up / spin down) (eV): 7.99 / 7.17
ΔE to the lowest compared entry with this formula, charge and spin (kcal/mol): 118.16
HOMO (spin up / spin down) (eV): -7.729 / -6.484

Geometry (Å):
C -1.9936 -0.5217 -1.4996
C -3.4084 -1.3952 0.2595
C -1.6565 0.4541 0.9120
C 2.2023 2.0807 0.8100
C 3.2774 1.3429 -1.1905
C -1.0850 -1.9533 0.3223
C -1.9627 -0.7415 0.0012
N 2.6623 0.9085 0.0482
Si 2.3905 -0.6407 0.6469
Cl 3.7038 -1.8782 -0.1237
H -2.5906 0.2208 -1.8546
H -2.4003 -1.3410 -2.1031
H -0.9613 -0.1765 -1.8005
H -4.0950 -0.9528 -0.4323
H -3.4359 -2.4093 0.2751
H -3.6572 -1.1752 1.2641
H -0.7598 0.8347 0.6937
H -2.3939 1.1479 0.7600
H -1.5148 0.0575 1.8642
H 2.9209 2.8068 0.8626
H 1.3349 2.3878 0.3062
H 2.0917 1.9068 1.7879
H 3.4876 0.3489 -1.5968
H 2.6346 1.7414 -1.9527
H 4.2284 2.0260 -1.1584
H -1.0100 -2.4943 1.2071
H -0.1929 -2.1332 -0.3422
H 2.1836 -0.4519 2.0332


[4]
Here is C6H6O3S in the gas phase from the Open Molecules 2025 dataset. Energies are from ωB97M-V/def2-TZVPD.

Calculated values
LUMO energy (Ha): -0.005
Net charge: 0
SMILES: CC1=C=COS(=O)(=O)C=C1
HOMO-LUMO gap (eV): 9.47
ΔE to the lowest compared entry with this formula, charge and spin (kcal/mol): 96.36
HOMO (eV): -9.606

Geometry (Å):
C 1.6263 1.3906 -1.4052
C 0.5783 0.6597 -1.1193
C 0.8003 -0.7251 0.6334
C 1.8286 -0.0186 1.0739
C -0.2001 0.0661 -0.2142
C -1.6597 -0.0405 -0.1216
O 2.4714 2.4639 2.0388
O 2.0464 2.2567 -0.3564
O 0.1757 2.0749 1.3846
S 1.5691 1.8402 1.1551
H 2.2770 1.1163 -2.2281
H 0.9084 -1.8307 0.6603
H 2.6077 -0.2592 1.7444
H -1.9041 0.2760 0.9761
H -2.2322 -0.9923 -0.2203
H -2.0598 0.6596 -0.8565


[5]
Here is a 3-piece molecular cluster, C14H26BF3N2O12 overall from the Open Molecules 2025 dataset. Energies are from ωB97M-V/def2-TZVPD.

Calculated values
LUMO energy (Ha): 0.002
Net charge: 0
SMILES: CC(=O)OC[C@@](N)(C[C@H](O)C(F)(F)F)OC(=O)B(N)O.COC(=O)OC.COC(=O)OC
HOMO-LUMO gap (eV): 10.08
ΔE to the lowest compared entry with this formula, charge and spin (kcal/mol): 174.00
HOMO (eV): -10.030

Geometry (Å):
C -4.6784 -4.4430 2.8106
C -3.7136 -4.9417 1.5787
O -4.0116 -4.4334 0.3505
O -2.6091 -5.9088 1.6658
C -1.5994 -5.5303 2.6595
C -0.2181 -4.8700 2.0246
N 0.7563 -4.8228 3.2236
C 0.5182 -5.7630 0.8886
C -0.1413 -5.8120 -0.5920
O -1.2620 -4.9072 -0.8558
C -0.5979 -7.3460 -1.0786
F -1.2498 -7.1537 -2.4082
F 0.5966 -8.2514 -1.2636
F -1.4749 -8.0329 -0.1033
O -0.5084 -3.4752 1.6980
C 0.5533 -2.8051 0.9501
O 1.8678 -2.8549 1.1596
B 0.0569 -1.7851 -0.2860
N 0.1915 -2.1004 -1.7642
O -0.5920 -0.5142 0.1948
H -5.5042 -3.7150 2.3825
H -5.2199 -5.3001 3.3951
H -3.9952 -3.7780 3.5183
H -1.9819 -4.7333 3.4616
H -1.3530 -6.5039 3.3019
H 0.8806 -3.8225 3.5439
H 0.3695 -5.3682 4.0298
H 0.5487 -6.8861 1.2935
H 1.6657 -5.4364 0.8496
H 0.7176 -5.5102 -1.3652
H -1.1183 -4.4354 -1.7498
H -0.8118 -2.1382 -2.1166
H 0.5956 -3.0490 -1.9256
H -0.6295 -0.5250 1.2162
C 2.1198 1.1967 -0.1999
O 1.1766 2.1677 -0.6492
C 1.3495 3.4029 -0.1147
O 2.2147 3.7237 0.6850
O 0.3929 4.2194 -0.6242
C 0.4523 5.5621 -0.1468
H 1.8876 0.2476 -0.6907
H 3.1373 1.4888 -0.4792
H 2.0401 1.0531 0.8825
H 1.4031 6.0287 -0.4240
H 0.3060 5.5931 0.9377
H -0.3575 6.1249 -0.6192
C -0.2806 10.6313 -1.2375
O 0.6713 10.7481 -2.2933
C 1.4856 9.6717 -2.4324
O 1.4602 8.6601 -1.7490
O 2.3332 9.9158 -3.4636
C 3.2555 8.8604 -3.7275
H -0.8776 11.5471 -1.2178
H -0.9529 9.7858 -1.4156
H 0.2248 10.5290 -0.2717
H 2.7246 7.9441 -4.0052
H 3.9023 8.6873 -2.8613
H 3.8832 9.1629 -4.5702


[6]
Here is C13H23F5NOPTeTi as an isolated structure from the Open Molecules 2025 dataset. Energies are from ωB97M-V/def2-TZVPD.

Calculated values
LUMO energy (spin up / spin down) (Ha): -0.362 / -0.362
Net charge: +2
HOMO-LUMO gap (spin up / spin down) (eV): 5.85 / 5.85
HOMO (spin up / spin down) (eV): -15.699 / -15.699

Geometry (Å):
C 0.4869 -4.0513 -2.7499
C -0.5436 -3.1514 -3.0248
C -0.6796 -1.9631 -2.2728
C 0.2240 -1.6586 -1.2527
C 1.2704 -2.5653 -1.0023
C 1.4325 -3.7485 -1.7578
C -1.8029 -1.0164 -2.6249
C -2.8294 -0.6998 -1.5214
N -2.2705 -0.6964 -0.1256
Ti -0.2938 0.1021 -0.0742
C 2.2103 -2.2838 0.1380
P 1.2042 -1.3767 1.4286
H -1.2697 -3.3498 -3.8161
H 2.2685 -4.4169 -1.5547
H 0.5575 -4.9724 -3.3088
H 3.0360 -1.6013 -0.1341
H 2.6421 -3.1796 0.6086
H -1.3809 -0.0647 -3.0044
H -2.3650 -1.4510 -3.4615
H -3.2594 0.2917 -1.7146
C 2.3317 -0.8118 2.6613
C 0.5340 -2.8998 2.1632
H -3.6455 -1.4353 -1.5369
C -2.3734 -2.0399 0.4777
C -3.0241 0.2498 0.7315
H 1.4335 -0.1442 0.3556
H -3.4370 -2.3244 0.5407
H -1.8364 -2.7817 -0.1197
H -1.9548 -2.0133 1.4908
H -4.0275 -0.1622 0.9145
H -2.5124 0.3616 1.6930
H -3.1011 1.2355 0.2592
H 1.4086 -3.4507 2.5441
H -0.1263 -2.6550 3.0023
H 0.0180 -3.5562 1.4459
H 2.8815 -1.6776 3.0352
H 3.0052 -0.0658 2.2286
H 1.7100 -0.3815 3.4512
H -0.0413 -0.0940 1.6139
F 0.1597 5.3560 -0.5593
Te -0.1986 3.5072 -0.9436
F -1.3567 3.3615 0.5657
F -1.7003 3.9277 -2.0416
F 1.0510 3.4342 -2.3886
F 1.1840 2.9672 0.2625
O -0.4639 1.6234 -1.1489


| no. | maximum force (eV Å⁻¹) |
| --- | --- |
| 1 | 0.91 |
| 2 | 2.98 |
| 3 | 4.18 |
| 4 | 3.42 |
| 5 | 9.09 |
| 6 | 3.87 |